(1)
Molecular formula: C6H18N2O
Method: DFT, ωB97M-V with the def2-TZVPD basis set

```
27
C6H18N2O, DFT ωB97M-V with the def2-TZVPD basis set
C 1.0004 1.7999 -0.5262
C 0.7752 1.1747 -1.8965
C 2.2551 1.1544 0.1561
O 1.1579 3.1949 -0.5652
H 2.0619 3.2256 -0.9881
H 0.1244 1.6347 0.1076
H 0.5365 0.1197 -1.7805
H -0.0372 1.6844 -2.4056
H 1.6689 1.2720 -2.5224
H 2.4360 1.5971 1.1350
H 3.1422 1.2610 -0.4733
H 2.0416 0.0947 0.2908
C -1.2026 -1.3205 0.9527
C -0.5332 -0.6019 2.1187
C -2.3360 -0.4768 0.3711
N -0.2073 -1.5892 -0.0890
N -0.6014 -2.5329 -1.0717
H 0.6374 -1.9590 0.3413
H -1.6325 -2.2741 1.3255
H -1.2171 -2.0651 -1.7312
H -1.1172 -3.3193 -0.6633
H -0.1009 0.3337 1.7822
H -1.2631 -0.3965 2.8976
H -3.0568 -0.2319 1.1471
H 0.2583 -1.2176 2.5475
H -1.9322 0.4458 -0.0381
H -2.8583 -1.0078 -0.4222
```

Computed properties:
SMILES string: CC(C)NN.CC(C)O
relative energy (zero: lowest compared OMol25 entry of this formula, charge and spin): 23.6 kcal/mol
total charge: 0

---

(2)
Molecular formula: C6H18N2Si
Method: DFT, ωB97M-V with the def2-TZVPD basis set

```
27
C6H18N2Si, DFT ωB97M-V with the def2-TZVPD basis set
C 2.6635 1.1334 0.0517
C 1.0884 -2.2535 0.2440
C -2.3701 1.7546 -0.5671
C 1.2613 0.8351 0.5473
C 0.9650 -1.2423 -0.8935
C 0.4382 0.1525 -0.5046
N -2.1772 -1.3214 -0.4943
N -1.7372 0.1498 1.8528
Si -1.4330 0.1621 0.0068
H 3.1677 0.2369 -0.1598
H 2.6223 1.6728 -0.8662
H 3.1275 1.8319 0.7080
H 0.0703 -2.3510 0.6412
H 1.7515 -1.8259 1.0307
H 1.3332 -3.2596 -0.0074
H -3.3413 1.5796 -0.1199
H -1.7626 2.6682 -0.2476
H -2.5512 2.0668 -1.6468
H 0.8633 1.7822 0.9386
H 1.2788 0.3208 1.4606
H 1.8424 -1.1204 -1.4314
H 0.3335 -1.7508 -1.6171
H 0.4603 0.7938 -1.5041
H -1.9634 -1.5288 -1.4430
H -3.2140 -1.1956 -0.5018
H -0.9577 -0.3736 2.2083
H -1.7593 1.0821 2.3146
```

Computed properties:
SMILES string: CCC(CC)[Si](C)(N)N
relative energy (zero: lowest compared OMol25 entry of this formula, charge and spin): 0.3 kcal/mol
total charge: 0

---

(3)
Molecular formula: C6H18N4OP
Method: DFT, ωB97M-V with the def2-TZVPD basis set

```
30
C6H18N4OP, DFT ωB97M-V with the def2-TZVPD basis set
C -2.7005 -0.0894 2.5378
C -1.7518 -0.3619 1.2714
C -0.6728 -1.4903 1.5454
C 0.0006 -2.1181 0.2496
N -0.1413 -1.3183 -0.9904
N 0.5336 -0.0890 -0.9446
C -0.0861 0.9574 -1.5524
N -0.3960 2.1864 -0.9045
N -0.5284 0.8703 -2.9234
P 2.1407 0.1664 -0.2150
C 3.2796 1.0086 -1.4947
O 2.0209 1.2414 1.1089
H -2.6088 -0.9885 3.2220
H -2.3576 0.8517 3.0656
H -3.7639 0.0641 2.2019
H -1.1763 0.6023 1.0857
H -2.3338 -0.6184 0.3366
H 0.1297 -1.0605 2.2222
H -1.1792 -2.3187 2.1373
H -0.5402 -3.0988 0.0504
H 1.0644 -2.4121 0.4973
H 0.1153 -1.8681 -1.8167
H -1.4135 2.1754 -0.7153
H 0.0375 2.2495 0.0246
H -0.6892 -0.1053 -3.1844
H 0.1329 1.3411 -3.5474
H 3.1502 2.1250 -1.4203
H 2.9817 0.6059 -2.5127
H 4.3230 0.6652 -1.2295
H 2.4292 0.8267 1.8944
```

Computed properties:
SMILES string: CCCCNN(C(N)=[NH2+])P(C)O
total charge: +1

---

Per-record HOMO, eV: -9.36, -9.28, -12.77
Per-record gap between HOMO and LUMO, eV: 10.4, 10.1, 7.8